7 unconnected molecules or ions with the total composition C14H41NO7, computed with ωB97M-V/def2-TZVPD.

Output
HOMO-LUMO gap in Ha: 0.3095
Molar mass in g/mol: 335.5
Maximum force in eV/A: 3.33
SMILES string: CC1(C)CCCC(C)(C)N1O.CO.CO.CO.CO.CO.O

Structure (ORCA input):
```
! wB97M-V def2-TZVPD RIJCOSX def2/J DEFGRID3
* xyz 0 1
C 1.25098 -0.24839 4.09405
C -0.09708 -0.73561 4.67156
C 0.12347 -1.98079 5.55141
C -0.51219 0.44446 5.54451
C -1.93483 0.44737 5.95304
C -2.75484 0.48748 4.67325
C -2.58901 -0.73758 3.75923
C -3.29211 -1.94302 4.37242
C -3.21657 -0.37288 2.35480
N -1.14807 -0.85177 3.53565
O -0.75983 -1.84197 2.65798
H 1.88968 0.39121 4.70321
H 1.95818 -0.95281 3.65616
H 1.09591 0.33265 3.18496
H -0.05368 -2.86680 4.94173
H 1.18190 -2.11662 5.77365
H -0.45587 -2.07124 6.47026
H -0.03533 0.28961 6.51236
H -0.20415 1.37585 5.06940
H -2.21135 -0.48943 6.43683
H -2.26472 1.19517 6.67420
H -2.66824 1.42057 4.11654
H -3.80642 0.57107 4.94768
H -4.37246 -1.80579 4.32661
H -2.99973 -2.20082 5.39034
H -2.91006 -2.74887 3.74573
H -2.62492 0.32425 1.76146
H -4.21736 0.04818 2.45077
H -3.33463 -1.24534 1.71217
H -0.58443 -1.29191 1.89099
C -3.39847 -3.17487 -6.11588
O -2.57434 -2.08277 -5.60494
H -3.63408 -3.00769 -7.16690
H -2.89223 -4.10617 -5.86189
H -4.31752 -3.15667 -5.53010
H -1.99294 -1.87536 -6.34016
C 0.65330 5.80471 1.11802
O -0.34057 6.14132 2.08505
H 0.17285 5.12522 0.41405
H 0.94573 6.71307 0.59127
H 1.58346 5.44521 1.55807
H 0.07647 5.85756 2.90183
C 2.19348 -0.33880 -7.88554
O 0.89874 -0.61793 -8.46207
H 3.07270 -0.75497 -8.37736
H 2.26111 0.74386 -7.77898
H 2.24316 -0.74096 -6.87366
H 0.90542 -0.21667 -9.33416
C 2.10394 -4.90374 -3.93347
O 2.93451 -5.98367 -4.39302
H 1.12111 -5.17133 -4.32146
H 2.05778 -4.94243 -2.84514
H 2.38840 -3.89157 -4.22106
H 3.49473 -5.66161 -5.10297
C 4.75969 5.47444 -3.34165
O 4.19808 4.38307 -3.98429
H 5.02045 5.33027 -2.29317
H 5.55213 5.88382 -3.96819
H 4.00031 6.25397 -3.28011
H 4.22636 4.42218 -4.94307
O 1.49950 0.48599 -2.35070
H 0.58767 0.38191 -2.62265
H 1.74708 1.35431 -2.66845
*
```